[1]
Formula: C16H17AuClIN2O2
Source: the OMol25 dataset
Level of theory: ωB97M-V/def2-TZVPD

Geometry as ORCA input:
```
! wB97M-V def2-TZVPD RIJCOSX def2/J DEFGRID3
* xyz -2 1
Au 1.40136 -1.86069 0.71616
I 1.56750 -5.20920 2.08818
C -0.15003 -4.45497 1.14297
C -1.16097 -5.34080 0.81840
C -2.35449 -4.83407 0.32481
C -2.50905 -3.45020 0.31904
C -1.46394 -2.63756 0.70384
N -0.24213 -3.12445 1.04570
H -1.00212 -6.40185 0.94917
H -3.13910 -5.49617 -0.01960
H -3.44714 -2.99090 0.03491
H -1.52775 -1.55292 0.73560
C 2.46378 1.26998 -0.44201
C 3.19087 -0.06116 -0.75884
C 4.68290 0.24249 -0.99154
C 2.60625 -0.59975 -2.08622
N 3.09145 -0.98860 0.33306
H 2.50237 1.98302 -1.28333
H 2.92434 1.73597 0.43255
H 1.42199 1.05525 -0.19745
H 4.84048 0.95545 -1.81384
H 5.20749 -0.68915 -1.21834
H 5.11261 0.65638 -0.07606
H 2.74927 0.11027 -2.91839
H 1.54004 -0.79306 -1.95693
H 3.09236 -1.54614 -2.33599
Cl -3.77523 6.01927 -1.11480
C -3.02239 4.62327 -0.34693
C -3.10766 4.48395 1.02712
C -2.50229 3.38442 1.62202
C -1.83296 2.43200 0.86336
C -1.77023 2.59997 -0.51536
C -2.35640 3.69784 -1.13176
C -1.23119 1.17006 1.53308
O -1.17978 1.20364 2.77420
O -0.89640 0.27282 0.72785
H -3.63716 5.22398 1.61394
H -2.52960 3.23553 2.69439
H -1.25078 1.84205 -1.08854
H -2.30626 3.83404 -2.20442
*
```

- Total energy: -48256.4043 eV
- Frontier orbital gap: 2.891 eV
- M: 628.65 g/mol

=====

[2]
Formula: C16H17BaClN3O2S3
Source: the OMol25 dataset
Level of theory: ωB97M-V/def2-TZVPD

Geometry as ORCA input:
```
! wB97M-V def2-TZVPD RIJCOSX def2/J DEFGRID3
* xyz -1 1
Ba -11.13766 12.64530 6.97029
S -12.67636 13.62679 9.62878
C -11.87920 13.16700 11.06275
C -12.15734 13.81434 12.26250
C -11.65226 13.40346 13.45956
C -10.67321 12.33256 13.48603
C -10.33182 11.70759 12.30463
C -10.96533 12.03885 11.09633
S -10.54988 11.10005 9.68115
H -12.92926 14.60659 12.15130
H -11.97928 13.82979 14.42477
H -10.28600 12.00940 14.43128
H -9.59385 10.92920 12.29038
C -13.58768 17.02730 7.27035
O -12.44352 17.12438 6.36377
C -11.91718 15.93248 6.00067
O -12.44523 14.79826 6.20387
N -10.71736 16.07937 5.34113
N -10.07518 14.97880 4.78491
H -13.53221 17.83398 8.00336
H -13.43368 16.03218 7.78205
H -14.52988 16.99972 6.72475
H -10.39352 17.04934 5.26616
H -9.15795 14.88647 5.27497
H -10.05273 14.90900 3.77352
Cl -7.99791 14.57347 7.97645
C -9.61059 14.50367 8.57607
H -10.08240 15.52088 8.58923
H -9.77882 13.93225 9.50639
S -6.27208 10.94198 4.88900
C -7.88056 11.45125 5.15645
N -8.37997 11.58242 6.38525
C -7.40212 11.15683 7.26293
C -7.55075 11.10947 8.67787
C -6.75279 10.22653 9.36301
C -5.75272 9.47308 8.71133
C -5.42438 9.69772 7.35961
C -6.20078 10.65159 6.67416
H -8.48934 11.77098 4.32485
H -8.32130 11.68042 9.13698
H -6.99145 10.12889 10.37731
H -5.22704 8.69549 9.29007
H -4.69044 9.09888 6.77746
*
```

- Total energy: -71155.3953 eV
- Frontier orbital gap: 3.724 eV
- M: 552.31 g/mol

=====

[3]
Formula: C16H17Br2Cl5EuN3O2PS
Source: the OMol25 dataset
Level of theory: ωB97M-V/def2-TZVPD

Geometry as ORCA input:
```
! wB97M-V def2-TZVPD RIJCOSX def2/J DEFGRID3
* xyz 2 8
Eu 0.05148 -0.08478 -0.03821
Cl -0.99364 2.64846 1.03477
C -2.35227 2.03561 0.07858
C -2.09616 0.92343 -0.68567
C -3.18508 0.50537 -1.40965
Cl -2.98331 -0.87884 -2.52980
C -4.44200 1.09953 -1.39166
Cl -5.72924 0.50014 -2.35257
C -4.62999 2.21352 -0.58295
Cl -6.14863 2.99777 -0.53009
C -3.56544 2.69827 0.16685
Cl -3.75203 4.08371 1.15735
Br -1.24068 -2.43179 1.59762
C 0.42409 -3.15308 2.22489
Br 1.90668 -2.59958 1.10587
H 0.34824 -4.22002 2.19895
H 0.60010 -2.76593 3.21164
S 3.76389 1.89518 2.63175
C 2.93042 1.12031 1.36229
N 1.73857 0.71086 1.61045
C 1.39750 1.01444 2.93902
C 0.18588 0.71627 3.56961
C 0.01411 1.07596 4.88587
C 1.03156 1.73577 5.59497
C 2.23104 2.03786 4.99163
C 2.39761 1.66145 3.65678
H 3.40307 0.98673 0.39520
H -0.61116 0.22548 3.04120
H -0.92457 0.85638 5.38403
H 0.86891 2.01197 6.63218
H 3.02019 2.54479 5.53782
N 2.35901 -3.36266 -2.58629
C 2.43688 -2.01974 -3.29924
P 0.99294 -1.06380 -2.71249
O 1.32835 0.24971 -2.06492
O 0.30140 -2.02688 -1.80421
C 0.01412 -0.62378 -4.17362
N -0.81270 0.58688 -3.79079
H 2.53803 -4.14926 -3.19522
H 1.41908 -3.42915 -2.14768
H 3.01322 -3.41865 -1.81548
H 2.42721 -2.17192 -4.37312
H 3.36272 -1.52464 -3.02953
H -0.66274 -1.42763 -4.44579
H 0.65825 -0.38209 -5.01584
H -1.61146 0.28415 -3.24393
H -1.14976 1.09982 -4.59742
H -0.27371 1.21444 -3.19315
*
```

- Total energy: -267572.4229 eV
- Frontier orbital gap (spin up / spin down): 7.008 / 7.726 eV
- <S²>: 15.760
- M: 835.41 g/mol

=====

[4]
Formula: C16H17BrO3S
Source: the OMol25 dataset
Level of theory: ωB97M-V/def2-TZVPD

Geometry as ORCA input:
```
! wB97M-V def2-TZVPD RIJCOSX def2/J DEFGRID3
* xyz 0 1
C -3.98963 0.58082 2.26299
C -3.42391 -0.50282 1.38429
C -3.43218 -1.83760 1.79085
C -2.91115 -2.82370 0.96952
C -2.36655 -2.49433 -0.26602
C -2.34593 -1.17120 -0.69220
C -1.76498 -0.81651 -2.04706
C -0.94483 0.43725 -1.99838
C 0.31582 0.52476 -1.56783
Br 1.29623 -0.93655 -0.94301
C 1.03784 1.83783 -1.59016
O 2.22367 1.93043 -1.78293
C 0.15660 3.02680 -1.40103
C -1.10295 2.96946 -1.82461
C -1.56630 1.71537 -2.48945
O -2.36632 1.72013 -3.39399
C -2.87804 -0.19272 0.14163
H -3.60555 0.50427 3.27997
H -3.71330 1.56290 1.87887
H -5.07850 0.53368 2.30064
H -3.84581 -2.09487 2.75827
H -2.91975 -3.85515 1.29858
H -1.94773 -3.27426 -0.89103
H -2.57959 -0.67205 -2.75888
H -1.14156 -1.63887 -2.39770
H 0.59149 3.90678 -0.94420
H -1.78845 3.80309 -1.74463
H -2.87742 0.84698 -0.17113
C 4.92890 0.10354 -0.13572
S 4.41268 -0.87421 1.28201
O 3.54704 0.00006 2.11442
C 6.02166 -0.91621 2.08226
H 4.05448 0.28568 -0.75635
H 5.33598 1.05183 0.21528
H 5.67649 -0.45186 -0.70288
H 6.35461 0.10409 2.27100
H 6.73102 -1.44412 1.44491
H 5.90596 -1.44873 3.02371
*
```

- Total energy: -103886.3182 eV
- Frontier orbital gap: 7.644 eV
- M: 369.28 g/mol

=====

[5]
Formula: C16H17ClN2O3S
Source: the OMol25 dataset
Level of theory: ωB97M-V/def2-TZVPD

Geometry as ORCA input:
```
! wB97M-V def2-TZVPD RIJCOSX def2/J DEFGRID3
* xyz 0 1
O 0.50088 -3.11579 3.12210
C 1.27522 -2.87396 2.21731
C 2.67813 -2.36745 2.53395
Cl 2.86600 -0.67187 2.00710
N 0.96398 -3.07930 0.92038
C 1.73980 -2.70716 -0.24072
C 1.07161 -1.51506 -0.93523
N -0.28844 -1.86760 -1.26050
S -1.04754 -0.86827 -2.36974
O -2.33697 -1.43664 -2.62115
O -0.13099 -0.69667 -3.45669
C -1.23039 0.67968 -1.49199
C -2.37958 0.88414 -0.71924
C -2.49212 2.02406 0.02693
C -1.46062 2.98947 0.03019
C -1.54757 4.17237 0.79400
C -0.53691 5.09266 0.77379
C 0.60799 4.87510 -0.00948
C 0.72506 3.73972 -0.76134
C -0.30052 2.77119 -0.76262
C -0.21195 1.58582 -1.52327
C -1.07313 -2.24426 -0.10865
C -0.40022 -3.43526 0.57572
H 3.45627 -2.96037 2.05457
H 2.80486 -2.38290 3.61624
H 2.76209 -2.45110 0.02462
H 1.74764 -3.55838 -0.92922
H 1.57564 -1.28053 -1.87265
H 1.11104 -0.63911 -0.26810
H -3.15725 0.13785 -0.75216
H -3.37293 2.20317 0.62586
H -2.42966 4.33719 1.39547
H -0.61171 5.99579 1.36103
H 1.39535 5.61399 -0.01208
H 1.60205 3.56476 -1.36685
H 0.64849 1.39805 -2.14703
H -2.06659 -2.51040 -0.46851
H -1.15240 -1.41296 0.61037
H -0.92498 -3.70102 1.49393
H -0.37964 -4.28895 -0.10637
*
```

- Total energy: -49348.7760 eV
- Frontier orbital gap: 8.819 eV
- SMILES: O=C(CCl)N1CCN(S(=O)(=O)c2ccc3ccccc3c2)CC1
- M: 352.84 g/mol

=====

[6]
Formula: C16H17FN2O2
Source: the OMol25 dataset
Level of theory: ωB97M-V/def2-TZVPD

Geometry as ORCA input:
```
! wB97M-V def2-TZVPD RIJCOSX def2/J DEFGRID3
* xyz 0 1
C -2.76969 -3.16524 -0.75044
O -2.12185 -2.18399 0.01784
C -2.64471 -0.93095 0.04362
C -3.89932 -0.58148 -0.43740
C -4.38852 0.70489 -0.27618
C -3.64713 1.67833 0.37180
C -4.18521 3.06098 0.58861
C -2.37766 1.33998 0.82474
C -1.86279 0.06678 0.65257
N -0.56783 -0.23860 1.10710
C 0.38383 -0.84871 0.31990
O 0.22580 -1.12671 -0.84674
N 1.53616 -1.13250 1.00359
C 2.70671 -1.62289 0.30579
C 3.60325 -0.49004 -0.12861
C 3.29318 0.26748 -1.25212
C 4.08788 1.33501 -1.62993
C 5.21178 1.66520 -0.88995
C 5.53901 0.93125 0.23634
C 4.72778 -0.12741 0.60004
F 5.04906 -0.83269 1.71239
H -2.12443 -4.04135 -0.71057
H -2.88226 -2.84810 -1.79136
H -3.75203 -3.42020 -0.33579
H -4.51761 -1.31590 -0.92875
H -5.37133 0.94323 -0.65582
H -4.47239 3.19436 1.63201
H -5.06064 3.23685 -0.03097
H -3.43144 3.80931 0.35156
H -1.76886 2.08718 1.31562
H -0.26650 0.23560 1.94459
H 1.67842 -0.75833 1.92760
H 2.33890 -2.15812 -0.57279
H 3.24478 -2.31183 0.96112
H 2.41321 0.00648 -1.82037
H 3.83181 1.91034 -2.50644
H 5.83499 2.49506 -1.18644
H 6.40569 1.16674 0.83385
*
```

- Total energy: -26661.1652 eV
- Frontier orbital gap: 8.738 eV
- SMILES: COc1ccc(C)cc1NC(=O)NCc1ccccc1F
- M: 288.32 g/mol

=====

What did the fifth record say?
Formula: C16H17ClN2O3S
Source: the OMol25 dataset
Level of theory: ωB97M-V/def2-TZVPD

Geometry as ORCA input:
```
! wB97M-V def2-TZVPD RIJCOSX def2/J DEFGRID3
* xyz 0 1
O 0.50088 -3.11579 3.12210
C 1.27522 -2.87396 2.21731
C 2.67813 -2.36745 2.53395
Cl 2.86600 -0.67187 2.00710
N 0.96398 -3.07930 0.92038
C 1.73980 -2.70716 -0.24072
C 1.07161 -1.51506 -0.93523
N -0.28844 -1.86760 -1.26050
S -1.04754 -0.86827 -2.36974
O -2.33697 -1.43664 -2.62115
O -0.13099 -0.69667 -3.45669
C -1.23039 0.67968 -1.49199
C -2.37958 0.88414 -0.71924
C -2.49212 2.02406 0.02693
C -1.46062 2.98947 0.03019
C -1.54757 4.17237 0.79400
C -0.53691 5.09266 0.77379
C 0.60799 4.87510 -0.00948
C 0.72506 3.73972 -0.76134
C -0.30052 2.77119 -0.76262
C -0.21195 1.58582 -1.52327
C -1.07313 -2.24426 -0.10865
C -0.40022 -3.43526 0.57572
H 3.45627 -2.96037 2.05457
H 2.80486 -2.38290 3.61624
H 2.76209 -2.45110 0.02462
H 1.74764 -3.55838 -0.92922
H 1.57564 -1.28053 -1.87265
H 1.11104 -0.63911 -0.26810
H -3.15725 0.13785 -0.75216
H -3.37293 2.20317 0.62586
H -2.42966 4.33719 1.39547
H -0.61171 5.99579 1.36103
H 1.39535 5.61399 -0.01208
H 1.60205 3.56476 -1.36685
H 0.64849 1.39805 -2.14703
H -2.06659 -2.51040 -0.46851
H -1.15240 -1.41296 0.61037
H -0.92498 -3.70102 1.49393
H -0.37964 -4.28895 -0.10637
*
```

- Total energy: -49348.7760 eV
- Frontier orbital gap: 8.819 eV
- SMILES: O=C(CCl)N1CCN(S(=O)(=O)c2ccc3ccccc3c2)CC1
- M: 352.84 g/mol

=====

Copy entry 4 word for word.
Formula: C16H17BrO3S
Source: the OMol25 dataset
Level of theory: ωB97M-V/def2-TZVPD

Geometry as ORCA input:
```
! wB97M-V def2-TZVPD RIJCOSX def2/J DEFGRID3
* xyz 0 1
C -3.98963 0.58082 2.26299
C -3.42391 -0.50282 1.38429
C -3.43218 -1.83760 1.79085
C -2.91115 -2.82370 0.96952
C -2.36655 -2.49433 -0.26602
C -2.34593 -1.17120 -0.69220
C -1.76498 -0.81651 -2.04706
C -0.94483 0.43725 -1.99838
C 0.31582 0.52476 -1.56783
Br 1.29623 -0.93655 -0.94301
C 1.03784 1.83783 -1.59016
O 2.22367 1.93043 -1.78293
C 0.15660 3.02680 -1.40103
C -1.10295 2.96946 -1.82461
C -1.56630 1.71537 -2.48945
O -2.36632 1.72013 -3.39399
C -2.87804 -0.19272 0.14163
H -3.60555 0.50427 3.27997
H -3.71330 1.56290 1.87887
H -5.07850 0.53368 2.30064
H -3.84581 -2.09487 2.75827
H -2.91975 -3.85515 1.29858
H -1.94773 -3.27426 -0.89103
H -2.57959 -0.67205 -2.75888
H -1.14156 -1.63887 -2.39770
H 0.59149 3.90678 -0.94420
H -1.78845 3.80309 -1.74463
H -2.87742 0.84698 -0.17113
C 4.92890 0.10354 -0.13572
S 4.41268 -0.87421 1.28201
O 3.54704 0.00006 2.11442
C 6.02166 -0.91621 2.08226
H 4.05448 0.28568 -0.75635
H 5.33598 1.05183 0.21528
H 5.67649 -0.45186 -0.70288
H 6.35461 0.10409 2.27100
H 6.73102 -1.44412 1.44491
H 5.90596 -1.44873 3.02371
*
```

- Total energy: -103886.3182 eV
- Frontier orbital gap: 7.644 eV
- M: 369.28 g/mol